No. 1
This record from the OMol25 dataset describes C36H36BrCl2N4OSTm as an isolated structure. The level of theory is the ωB97M-V functional and the def2-TZVPD basis.

Geometry as XYZ:
```
82
C36H36BrCl2N4OSTm (the ωB97M-V functional and the def2-TZVPD basis)
Tm 4.44990 -6.11809 18.37088
O 7.37840 -11.96221 18.08618
C 6.90576 -10.70071 18.20901
C 7.53502 -9.71074 18.93017
C 6.98486 -8.46557 19.13165
N 5.82186 -8.10634 18.52622
C 5.25758 -9.02492 17.73920
Br 3.53829 -8.62912 16.90318
C 5.64896 -10.32693 17.68818
H 8.39126 -12.06181 18.28209
H 8.48546 -9.91951 19.42329
H 7.46315 -7.77151 19.82391
H 5.01961 -11.03280 17.18997
C 8.56024 -8.75835 15.32905
C 8.43821 -7.38720 15.94829
C 9.46987 -6.79003 16.69441
C 9.20270 -5.64601 17.46034
C 10.35753 -4.99003 18.21050
C 7.91387 -5.05139 17.41368
C 6.83650 -5.64848 16.67194
C 7.16959 -6.72402 15.81816
N 5.60320 -5.15488 16.74484
C 5.12079 -4.44809 15.49783
C 4.26150 -5.39426 14.67380
C 3.65778 -4.74997 13.45524
C 2.78982 -3.56637 13.90830
C 3.66402 -2.51753 14.67398
C 4.77000 -1.99720 13.75637
C 5.56637 -3.20595 13.28291
C 4.73800 -4.24543 12.48900
C 6.16646 -3.86586 14.57303
C 4.28663 -3.20263 15.88428
H 9.40599 -8.76146 14.63522
H 7.67813 -9.05669 14.72437
H 8.75166 -9.57809 16.00170
H 10.43229 -7.19468 16.73509
H 10.66113 -5.56874 19.12088
H 10.12766 -3.94035 18.42909
H 11.21263 -5.02291 17.52588
H 7.84865 -4.11119 17.91877
H 6.40959 -7.17123 15.20999
H 3.50049 -5.79156 15.39785
H 4.85221 -6.28401 14.40635
H 2.96564 -5.48543 12.97424
H 1.98510 -3.91204 14.52639
H 2.23045 -3.05298 13.14356
H 3.00293 -1.63952 14.91510
H 5.46428 -1.28727 14.23583
H 4.38388 -1.48404 12.89390
H 6.39259 -2.84956 12.60912
H 5.25380 -5.02890 11.93728
H 4.17692 -3.65994 11.74742
H 6.70797 -3.01473 15.07188
H 6.89778 -4.63176 14.29837
H 3.45804 -3.55741 16.51624
H 4.92778 -2.53998 16.48333
Cl 4.06242 -1.40659 20.62400
C 2.76200 -2.29883 19.78984
C 1.53603 -1.63907 19.79206
C 0.44123 -2.25472 19.18203
C 0.52302 -3.51573 18.63697
C 1.70852 -4.21614 18.78231
Cl 1.85103 -5.92477 18.33126
C 2.83249 -3.65445 19.44997
N 3.92854 -4.42308 19.62977
H 1.47307 -0.65556 20.29746
H -0.47128 -1.68611 19.15744
H -0.33694 -3.98533 18.16646
S 3.73026 -4.33522 22.41367
C 4.71485 -4.52410 20.81518
N 5.36443 -5.84173 20.66747
C 5.10220 -6.54804 21.78616
C 5.31775 -7.95821 21.96241
C 4.96039 -8.62518 23.12894
C 4.44227 -7.93986 24.20841
C 4.14287 -6.56122 24.04537
C 4.44109 -5.89303 22.87819
H 5.45393 -3.71112 20.87569
H 5.87746 -8.45693 21.17115
H 5.16513 -9.67933 23.20306
H 4.28799 -8.45878 25.14065
H 3.58748 -6.01496 24.81173
```

Values from the calculation:
- Multiplicity: 3
- Orbital gap (alpha / beta): 5.456 / 5.462 eV
- LUMO (alpha / beta): -0.49 / -0.49 eV
- ⟨S²⟩: 2.00
- F_max: 4.1 eV/Å

---

No. 2
This record from the OMol25 dataset describes C40H63N4O7Si3V as an isolated structure. The level of theory is the ωB97M-V functional and the def2-TZVPD basis.

Geometry as XYZ:
```
118
C40H63N4O7Si3V (the ωB97M-V functional and the def2-TZVPD basis)
V 0.03312 0.35308 1.17914
C -2.99885 2.89414 3.09629
C -2.17679 2.04477 2.18742
N -0.89690 1.89346 2.28881
O -0.32132 2.49937 3.41040
C -2.83499 1.25669 1.16996
C -4.30034 1.30009 0.88882
N -2.04251 0.39505 0.57535
O -2.48795 -0.43833 -0.26235
H -2.39881 3.31884 3.89175
H -3.80041 2.28673 3.51980
H -3.46437 3.69619 2.51952
H -0.27511 1.74202 4.02677
H -4.69058 2.31706 0.93461
H -4.85935 0.68665 1.60363
H -4.47605 0.88632 -0.10279
C -0.36441 2.16100 -5.72751
C -1.29948 1.13085 -5.07765
C -2.74803 1.63469 -5.13514
C -1.20624 -0.17869 -5.85960
C -0.89046 0.95896 -3.62169
C -0.94072 2.04395 -2.74532
C -0.55559 1.88518 -1.43510
N -0.12259 0.72449 -0.94564
C -0.08387 -0.32832 -1.75981
C -0.44734 -0.24288 -3.09694
C 0.37010 -1.58206 -1.12262
C 0.59159 -2.75910 -1.81145
C 1.01158 -3.90252 -1.13563
C 1.16927 -3.79478 0.23994
C 0.92797 -2.58393 0.86334
N 0.55837 -1.49446 0.20046
C 1.28171 -5.18592 -1.91006
C 0.00755 -5.60230 -2.65757
C 2.40940 -4.92017 -2.91797
C 1.70610 -6.33081 -0.99131
H -0.63515 2.29881 -6.77602
H 0.67402 1.82757 -5.68044
H -0.42884 3.13077 -5.23275
H -3.05487 1.75896 -6.17528
H -2.86153 2.59733 -4.63599
H -3.42576 0.92480 -4.65795
H -1.51643 -0.00560 -6.89088
H -1.86066 -0.94550 -5.44011
H -0.18462 -0.56368 -5.88241
H -1.27694 3.01783 -3.07411
H -0.59851 2.70841 -0.73566
H -0.39680 -1.12468 -3.71512
H 0.44340 -2.78658 -2.88080
H 1.47720 -4.63570 0.84263
H 1.01826 -2.47369 1.93446
H -0.31215 -4.84150 -3.37043
H -0.81353 -5.77837 -1.96061
H 0.18998 -6.52422 -3.21257
H 2.13869 -4.13883 -3.62937
H 2.62363 -5.82933 -3.48269
H 3.32263 -4.60970 -2.40712
H 0.93211 -6.56960 -0.25964
H 2.62966 -6.09913 -0.45785
H 1.88469 -7.22520 -1.58951
C 1.56644 -0.64981 4.00334
O 1.47683 0.16640 2.83712
Si 2.71578 1.25003 2.39517
C 2.77848 2.58692 3.70784
C 4.31289 0.28090 2.69928
C 2.10969 1.63483 0.71634
Si 3.26633 0.87773 -0.54660
C 4.96450 1.72170 -0.59129
C 2.75554 0.97015 -2.37999
C 3.63536 -0.96286 -0.24689
Si 2.04337 3.48553 0.41051
C 3.51967 4.43276 1.13325
C 2.10561 3.98150 -1.41874
C 0.55575 4.42401 1.09609
H 2.34324 -0.26168 4.66570
H 1.83518 -1.67280 3.73149
H 0.61191 -0.64771 4.52007
H 2.65692 2.11547 4.68887
H 2.00460 3.34339 3.60269
H 3.75720 3.07087 3.70583
H 4.68927 0.52242 3.69680
H 5.10514 0.51714 1.98990
H 4.15767 -0.79823 2.66050
H 4.88992 2.74882 -0.95420
H 5.60107 1.17419 -1.29344
H 5.48028 1.75227 0.36895
H 3.48727 1.57251 -2.92370
H 1.78029 1.41102 -2.57094
H 2.76584 -0.02954 -2.82407
H 3.39726 -1.30598 0.75782
H 4.70033 -1.14752 -0.41372
H 3.08401 -1.59141 -0.95006
H 4.45005 3.86312 1.10703
H 3.34051 4.73633 2.16479
H 3.67586 5.34459 0.54931
H 3.06536 3.74337 -1.88020
H 1.99465 5.06976 -1.44882
H 1.32538 3.55310 -2.04624
H 0.51587 4.37309 2.18404
H -0.41587 4.09308 0.72610
H 0.67758 5.47344 0.81028
O -1.47942 0.07826 4.34417
C -1.70926 -0.67538 3.39333
O -0.85567 -0.95904 2.46562
C -3.06424 -1.30694 3.26541
C -3.35514 -2.14649 2.20004
C -4.63141 -2.69104 2.02953
C -5.57681 -2.34582 2.96055
O -6.88161 -2.75778 3.04527
C -7.46496 -1.89552 4.01903
O -6.40936 -1.37745 4.81687
C -5.28875 -1.50629 4.02763
C -4.04450 -0.97274 4.21532
H -2.58087 -2.34745 1.47414
H -4.86815 -3.34017 1.19837
H -8.15014 -2.46329 4.64312
H -7.97432 -1.06997 3.50692
H -3.80062 -0.32429 5.04488
```

Values from the calculation:
- Multiplicity: 3
- Orbital gap (alpha / beta): 7.356 / 7.228 eV
- LUMO (alpha / beta): -0.25 / -0.42 eV
- ⟨S²⟩: 2.02
- F_max: 0.2 eV/Å

---

No. 3
This record from the OMol25 dataset describes C42H19BiF20GeN3O5S4 as an isolated structure. The level of theory is the ωB97M-V functional and the def2-TZVPD basis.

Geometry as XYZ:
```
95
C42H19BiF20GeN3O5S4 (the ωB97M-V functional and the def2-TZVPD basis)
Bi 0.01795 0.24702 -0.26022
O -3.80852 -0.43560 -2.03624
C -2.89750 -0.47406 -1.24187
O -1.84704 0.28959 -1.36270
C -2.98730 -1.46404 -0.07874
C -2.61528 -0.93118 1.30756
C -3.21768 -1.82827 2.38505
C -2.33914 -3.09225 2.25380
C -1.34761 -2.66097 1.16771
O -1.20736 -1.25942 1.42934
C -2.02424 -2.69133 -0.19306
C -1.08665 -2.58305 -1.38595
O -1.35296 -3.23105 -2.37580
O -0.05669 -1.79252 -1.29635
H -4.02560 -1.79982 -0.08576
H -2.74697 0.14059 1.43481
H -3.09675 -1.36632 3.36389
H -4.27615 -2.01680 2.21699
H -1.81961 -3.31035 3.18559
H -2.89944 -3.97649 1.95725
H -0.36656 -3.13199 1.21423
H -2.58963 -3.61308 -0.33738
C 1.16330 3.53462 2.42613
C 2.07094 2.35901 2.44595
N 2.06632 1.40471 1.57552
C 3.03346 0.48885 1.82062
C 3.81209 0.72635 2.90546
S 3.29787 2.18542 3.64718
C 3.12188 -0.64225 0.89166
C 4.19172 -0.94929 0.11220
S 3.83190 -2.34422 -0.80700
C 2.27497 -2.41756 -0.07572
N 2.03971 -1.47287 0.77408
C 1.31506 -3.50530 -0.40258
H 0.14796 3.22902 2.16350
H 1.50696 4.24639 1.67626
H 1.14889 4.03298 3.39244
H 4.60680 0.11901 3.29187
H 5.11416 -0.41191 0.01664
H 1.77420 -4.26292 -1.03251
H 0.45636 -3.08549 -0.92927
H 0.97220 -3.97567 0.51696
F -5.25803 1.69349 6.14433
C -4.56282 1.90990 5.00845
C -5.10507 2.66938 3.98065
F -6.33303 3.19360 4.12618
C -4.38615 2.88255 2.81865
F -4.97581 3.62961 1.86727
C -3.09922 2.36750 2.61101
S -2.21004 2.61877 1.13811
C -2.58969 1.61469 3.67762
F -1.35237 1.07459 3.59510
C -3.29215 1.37860 4.84637
F -2.74963 0.63844 5.83038
C -1.12190 5.00316 -1.50731
C -0.53964 3.70098 -1.26975
N -0.14387 2.64052 -1.10652
H -2.01277 5.08295 -0.88814
H -1.38581 5.08713 -2.55837
H -0.40956 5.78267 -1.24426
F 1.87512 -3.47524 -3.30877
C 2.95966 -2.95734 -3.85783
C 2.99345 -1.62446 -4.24019
C 4.20291 -1.17812 -4.74002
F 4.37094 0.11322 -5.07620
C 5.30891 -2.00019 -4.90680
F 6.45202 -1.51839 -5.40949
C 5.23023 -3.33037 -4.53020
F 6.28950 -4.13744 -4.66732
C 4.04654 -3.81190 -3.99638
F 3.96808 -5.08917 -3.60235
Ge 1.51545 -0.35313 -3.86696
S 2.07889 0.40352 -1.91442
C -0.26237 -0.87946 -4.44879
C -1.24024 0.09376 -4.33263
F -0.91800 1.28451 -3.79251
C -2.54279 -0.09372 -4.75882
F -3.45801 0.86431 -4.62313
C -2.88169 -1.30725 -5.33926
F -4.13123 -1.52116 -5.75864
C -1.91948 -2.29165 -5.50017
F -2.24631 -3.44610 -6.09292
C -0.62300 -2.06464 -5.06043
F 0.28060 -3.01303 -5.30870
C 1.77456 1.09367 -5.22198
C 1.79224 2.45371 -4.97758
F 1.59987 2.93823 -3.74770
C 1.96988 3.39468 -5.98497
F 1.96247 4.70473 -5.70724
C 2.13614 2.97425 -7.29430
F 2.30270 3.86800 -8.27593
C 2.11497 1.61630 -7.58018
F 2.27279 1.19772 -8.84074
C 1.92861 0.71758 -6.54156
F 1.92127 -0.59127 -6.86383
```

Values from the calculation:
- Orbital gap: 6.953 eV
- Energy above the lowest of the compared OMol25 structures with the same formula, charge and spin: 214.30 kJ/mol
- LUMO: 1.92 eV
- F_max: 3.5 eV/Å
- Total charge: -1

---

No. 4
This record from the OMol25 dataset describes C25H18BCrN7S3 as an isolated structure. The level of theory is the ωB97M-V functional and the def2-TZVPD basis.

Geometry as XYZ:
```
55
C25H18BCrN7S3 (the ωB97M-V functional and the def2-TZVPD basis)
Cr 0.48419 -1.22432 -0.11320
S 0.52476 -3.57825 0.33986
C -0.08577 -3.50177 -1.29829
C -0.40286 -4.58445 -2.11878
C -0.87497 -4.33222 -3.38624
C -1.03222 -3.01749 -3.83357
C -0.69621 -1.99874 -2.98074
N -0.23105 -2.24421 -1.74595
H -0.26884 -5.59005 -1.74615
H -1.12669 -5.15695 -4.04044
H -1.40313 -2.79630 -4.82324
H -0.80305 -0.96257 -3.27274
S 1.56320 5.35563 3.27245
N 1.34982 5.02657 1.71005
C 1.24489 3.70996 1.61599
C 1.02071 2.96697 0.38163
C 0.97817 3.54112 -0.88939
C 0.83502 2.72730 -1.99054
C 0.68777 1.35668 -1.79965
N 0.67233 0.81195 -0.59087
C 0.88776 1.59001 0.48567
C 1.08128 0.89497 1.76509
N 1.05438 -0.45178 1.72417
C 1.32566 -1.14544 2.82127
C 1.61274 -0.52037 4.03342
C 1.62128 0.85356 4.09194
C 1.36087 1.58738 2.93156
C 1.40102 3.04222 2.85070
N 1.61700 3.86050 3.86962
H 1.09258 4.61292 -0.99087
H 0.84356 3.12709 -2.99443
H 0.58984 0.68000 -2.63821
H 1.31888 -2.22353 2.72876
H 1.83334 -1.12370 4.90209
H 1.84511 1.37757 5.01246
B 4.83745 -0.86357 -1.62767
C 3.38174 -1.15942 -1.13599
N 2.29957 -1.32612 -0.75520
H 4.91727 -1.30109 -2.75617
H 4.93421 0.35152 -1.59344
H 5.58987 -1.41280 -0.85159
S -3.50617 -1.55130 2.22357
C -1.95790 -1.80494 1.57832
N -1.57635 -1.00631 0.61904
C -2.61272 -0.10590 0.30606
C -2.62302 0.85588 -0.70760
C -3.74470 1.63867 -0.87157
C -4.86993 1.48533 -0.04862
C -4.88463 0.52893 0.94058
C -3.74772 -0.26314 1.10138
H -1.32689 -2.59996 1.94951
H -1.78135 0.98003 -1.36732
H -3.76039 2.38109 -1.65842
H -5.73747 2.11281 -0.19971
H -5.75225 0.39005 1.57145
```

Values from the calculation:
- Multiplicity: 4
- Orbital gap (alpha / beta): 7.242 / 7.091 eV
- LUMO (alpha / beta): -3.90 / -4.09 eV
- ⟨S²⟩: 3.79
- F_max: 0.7 eV/Å
- Total charge: +1